# CH4N2O3

An isolated molecule of CH4N2O3 (ωB97M-V/def2-TZVPD, OMol25).

* lowest unoccupied orbital energy: 0.600 eV
* energy above the lowest of the compared OMol25 structures with the same formula, charge and spin: 105.4 kJ/mol
* Kohn-Sham gap: 10.672 eV
* HOMO: -10.07 eV
* structure (SMILES): N[C@@H](O)[N+](=O)[O-]

Positions of all 10 atoms, in Å:
N 0.68748 -0.90585 -0.92975
C -0.04147 -0.46150 0.13952
O 0.70411 -0.47882 1.30994
N -0.67099 1.06523 0.06837
O -0.55177 1.56530 -0.99436
O -1.19900 1.52930 1.05881
H 0.14346 -1.06401 -1.83324
H 1.53451 -0.40021 -1.03021
H -0.94338 -0.96130 0.12942
H 0.33705 0.11185 2.08150

=====

# C17H19IN3OZn

A structure of composition C17H19IN3OZn (ωB97M-V/def2-TZVPD, OMol25).

* lowest unoccupied orbital energy (alpha / beta): 0.188 / -2.539 eV
* <S²>: 0.757
* energy above the lowest of the compared OMol25 structures with the same formula, charge and spin: 0.0 kJ/mol
* Kohn-Sham gap (alpha / beta): 8.471 / 5.271 eV
* multiplicity: 2
* HOMO (alpha / beta): -8.28 / -7.81 eV

Positions of all 42 atoms, in Å:
C 0.52474 -2.91534 -1.53946
C -3.03939 -1.51752 -0.65084
H 0.85795 -2.84879 -2.58238
H 0.20376 -4.00556 -1.34984
H 1.36102 -2.67714 -0.86965
H -3.59465 -0.63552 -0.97162
H -3.41175 -2.40605 -1.21258
H -3.24896 -1.75937 0.39310
C 2.10297 0.76842 -1.92896
C 2.83832 1.85144 -2.45973
C 2.23941 3.11785 -2.43149
C 0.97200 3.26365 -1.87857
H 2.47863 -0.25925 -1.97969
H 3.82464 1.67606 -2.87732
H 2.74945 3.99618 -2.83627
H 0.43348 4.21185 -1.85974
N 0.92255 0.92545 -1.36951
C 0.35430 2.13258 -1.29650
C -0.92680 2.23790 -0.56951
N -1.53920 1.10078 -0.25059
C -2.56505 1.11606 0.57255
C -2.62506 3.50884 0.58321
C -3.19334 2.29984 0.99886
H -2.96101 0.13561 0.83256
H -4.09513 2.23314 1.60796
C -1.46863 3.49527 -0.19503
H -0.95806 4.40063 -0.52427
H -3.06104 4.46661 0.88052
Zn -1.10931 -1.81307 -1.12444
I -1.30543 -0.72875 -3.53527
O 0.09984 -0.67245 0.79380
N 0.76579 -1.38330 1.65175
C 2.05261 -1.03217 1.96761
C 2.75459 -1.77998 2.89672
C 2.15461 -2.88413 3.50220
C 0.84629 -3.22969 3.15320
C 0.16434 -2.48230 2.20826
H 2.44967 -0.16320 1.45868
H 3.77429 -1.47581 3.10834
H 2.70851 -3.49138 4.21154
H 0.33077 -4.09004 3.57838
H -0.86171 -2.68736 1.89400

=====

# C2H5N3O

An isolated molecule of C2H5N3O (ωB97M-V/def2-TZVPD, OMol25).

* lowest unoccupied orbital energy: 1.104 eV
* energy above the lowest of the compared OMol25 structures with the same formula, charge and spin: 447.6 kJ/mol
* Kohn-Sham gap: 10.303 eV
* HOMO: -9.20 eV
* structure (SMILES): C=NO/C=N/N

Positions of all 11 atoms, in Å:
C -2.73280 -0.27752 -0.01322
N -1.46243 -0.45978 -0.05925
O -0.79247 0.73499 -0.10887
C 0.58742 0.62508 -0.12928
N 1.31276 -0.41279 -0.25580
N 2.69168 -0.11080 0.05312
H -3.35671 -1.10584 0.09638
H -3.18495 0.70286 -0.02702
H 0.98399 1.66493 0.24267
H 3.12393 -0.68535 -0.71785
H 2.82960 -0.67579 0.91913

=====

# C6H8N2

An isolated molecule of C6H8N2 (ωB97M-V/def2-TZVPD, OMol25).

* lowest unoccupied orbital energy (alpha / beta): 0.848 / -0.652 eV
* <S²>: 2.045
* energy above the lowest of the compared OMol25 structures with the same formula, charge and spin: 133.2 kJ/mol
* Kohn-Sham gap (alpha / beta): 6.754 / 7.589 eV
* multiplicity: 3
* HOMO (alpha / beta): -5.91 / -8.24 eV

Positions of all 16 atoms, in Å:
C 0.52856 1.41906 -1.70054
C -2.01054 0.26741 -0.82080
C -0.97558 -0.40842 -0.16809
C 1.17973 1.04294 -0.41589
C -1.86936 1.51688 -1.53961
C 1.04467 -0.84214 1.09283
N -0.63571 1.80873 -1.87824
N 0.36028 -0.07272 0.08781
H -2.98670 -0.22066 -1.06526
H -1.15435 -1.47453 0.06650
H 2.07308 0.46224 -0.52697
H 1.40739 1.84950 0.31670
H -2.52812 2.27842 -1.74768
H 1.82693 -0.26814 1.40946
H 0.34966 -0.78838 2.00921
H 1.43767 -1.84279 1.00564

=====

# C6H6O2S

A cluster of 2 separate species, C6H6O2S in total (ωB97M-V/def2-TZVPD, OMol25).

* lowest unoccupied orbital energy (alpha / beta): -0.932 / -0.932 eV
* energy above the lowest of the compared OMol25 structures with the same formula, charge and spin: 392.9 kJ/mol
* Kohn-Sham gap (alpha / beta): 7.191 / 7.190 eV
* HOMO (alpha / beta): -8.12 / -8.12 eV

Positions of all 15 atoms, in Å:
C 1.32078 1.16263 -0.67508
C 1.24914 -0.23943 -0.19516
C 0.47708 1.92090 -0.07851
C 0.04314 -0.73394 0.27408
C -0.82228 1.52295 0.51809
C -1.00557 0.03708 0.52430
O 0.58803 -3.79959 0.06862
O -1.53123 -3.30360 -0.92947
S -0.78872 -3.46350 0.29772
H 2.28494 1.45684 -1.08694
H 2.05653 -0.88285 -0.38102
H 0.73190 2.99855 -0.05620
H -0.91621 2.04805 1.45504
H -1.70177 1.68582 -0.18880
H -1.98577 -0.40991 0.45333

=====

# C28H42FN2O18S4

A cluster of 5 separate species, C28H42FN2O18S4 in total (ωB97M-V/def2-TZVPD, OMol25).

* lowest unoccupied orbital energy: -4.090 eV
* Kohn-Sham gap: 6.089 eV
* total charge: +1
* HOMO: -10.18 eV

Positions of all 95 atoms, in Å:
C 2.04104 2.27529 -0.29724
C 2.68679 0.78117 -0.62241
F 3.01551 0.18710 0.72642
C 1.58546 -0.20430 -1.33219
C 1.20218 -1.62839 -0.61582
C 0.08022 -2.62096 -1.35971
C -0.19875 -4.05788 -0.58137
C 1.19351 -4.91769 -0.68140
O 1.05411 -6.26421 -1.26411
N -0.60117 -2.21755 -2.66586
C -1.62737 -3.08846 -3.35655
C -3.08973 -2.36653 -3.16870
C -4.14060 -3.17489 -2.20057
C -5.61340 -2.40617 -2.39273
C -6.79353 -3.06332 -3.32965
C -8.23025 -2.28994 -3.50997
C -8.58730 -0.85041 -2.79151
C -7.36334 -0.17289 -1.87707
C -5.91526 -0.93355 -1.67645
C -0.26805 -0.88533 -3.36939
O -0.92159 -0.51160 -4.66704
C 0.85923 0.17998 -2.75100
C 1.14738 1.53443 -3.63427
C 1.94868 1.01396 -5.00709
N 2.76617 -0.10403 -4.79836
H 0.98688 2.28673 -0.82327
H 2.72310 3.04721 -0.87369
H 1.91789 2.49959 0.84473
H 3.70736 0.83746 -1.21205
H 1.70066 -1.98871 0.40101
H -0.33154 -3.77482 0.56917
H -1.15966 -4.61785 -0.94504
H 1.75618 -4.95710 0.36293
H 1.93051 -4.32275 -1.40567
H 1.99243 -6.47590 -1.60913
H -1.40699 -3.08327 -4.52969
H -1.61882 -4.21568 -3.03786
H -3.54590 -2.17180 -4.25392
H -2.97233 -1.27799 -2.69670
H -4.18976 -4.29887 -2.53638
H -3.74811 -3.10076 -1.07846
H -6.57708 -4.08440 -3.86593
H -9.04880 -2.79666 -4.18558
H -9.63244 -0.31072 -2.89880
H -7.60781 0.87422 -1.38820
H -5.10439 -0.38512 -1.00868
H -1.80026 -0.03957 -4.45547
H 1.71732 2.38462 -3.06710
H 0.08413 1.90319 -4.03057
H 1.80846 1.50240 -6.06626
H 3.21631 -0.37314 -5.70246
C 3.11560 5.68957 3.98681
C 4.25945 4.71451 3.72115
O 4.18587 4.42377 2.32729
S 3.62444 5.73785 1.54088
O 4.75672 6.46390 1.00990
O 2.49581 5.33901 0.73246
O 3.06991 6.54372 2.84508
H 2.15791 5.16383 4.05740
H 3.27567 6.27597 4.89554
H 4.17193 3.79908 4.31115
H 5.22986 5.18247 3.91770
C 6.68856 -0.18005 2.92808
C 5.33367 0.16910 3.53806
O 5.63585 0.88999 4.73045
S 7.01683 1.72867 4.50695
O 6.66777 3.08553 4.14888
O 7.92566 1.40748 5.58271
O 7.51549 0.95929 3.15888
H 7.14057 -1.03765 3.43677
H 6.61767 -0.38912 1.85731
H 4.73770 -0.71822 3.76446
H 4.76342 0.83157 2.87830
C -0.61578 -2.80473 4.88339
C 0.38277 -3.82508 4.34348
O 1.12206 -3.12990 3.34200
S 1.23881 -1.55881 3.76445
O 2.51977 -1.35770 4.40462
O 0.77628 -0.75274 2.65869
O 0.08840 -1.56456 4.91963
H -1.46910 -2.69224 4.20682
H -0.97608 -3.06793 5.88148
H -0.10818 -4.70437 3.91969
H 1.08425 -4.14057 5.12304
C -3.66787 4.20490 0.09211
C -3.73831 3.77214 -1.36990
O -3.99942 2.37101 -1.33219
S -4.90352 2.03576 -0.01665
O -6.28832 1.96470 -0.42703
O -4.24969 0.98782 0.73216
O -4.67591 3.44983 0.76212
H -2.69960 3.94717 0.53322
H -3.84908 5.27607 0.21475
H -2.81100 3.97718 -1.91012
H -4.57409 4.25765 -1.88476

=====

# C48H51BrF5N2O4ReSe2

A structure of composition C48H51BrF5N2O4ReSe2 (ωB97M-V/def2-TZVPD, OMol25).

* lowest unoccupied orbital energy (alpha / beta): -4.698 / -4.580 eV
* <S²>: 0.763
* energy above the lowest of the compared OMol25 structures with the same formula, charge and spin: 164.2 kJ/mol
* Kohn-Sham gap (alpha / beta): 6.038 / 6.198 eV
* total charge: +1
* multiplicity: 2
* HOMO (alpha / beta): -10.74 / -10.78 eV

Positions of all 114 atoms, in Å:
Re -0.62517 -0.29709 0.07371
C -1.13813 7.12219 0.73820
C -0.99907 6.69134 -0.73201
C 0.40307 7.07496 -1.23611
C -2.04221 7.45378 -1.55220
C -1.15612 5.18010 -0.85076
C -0.39588 4.34726 -0.03717
C -0.51660 2.98243 -0.15642
Se 0.30893 1.77290 1.11242
C 2.09550 1.53164 0.40500
C 3.09013 2.43822 0.68522
C 4.39339 2.17122 0.27666
C 4.61408 0.95790 -0.36481
C 3.62904 0.02090 -0.67617
C 2.30841 0.32458 -0.28808
O 1.26902 -0.48395 -0.51712
C 4.08244 -1.27173 -1.37633
C 4.91329 -0.90509 -2.61808
C 2.95580 -2.20117 -1.84098
C 4.96073 -2.05702 -0.38631
C 5.49504 3.19747 0.51507
C 5.59273 3.52829 2.01104
C 5.13053 4.46930 -0.27098
C 6.86423 2.71414 0.03329
C -1.39636 2.37145 -1.05495
O -1.49562 1.04025 -1.10981
C -2.20361 3.20267 -1.86880
C -2.04698 4.57593 -1.73871
C -3.22389 2.58486 -2.82977
C -2.49808 1.73802 -3.89222
C -4.03653 3.65743 -3.55892
C -4.22124 1.70920 -2.04104
H -1.14272 8.21086 0.80079
H -0.31077 6.75863 1.34813
H -2.07037 6.74851 1.16468
H 0.53951 8.15576 -1.17039
H 0.53539 6.77195 -2.27598
H 1.17906 6.59543 -0.63732
H -1.89753 8.52389 -1.40451
H -3.05532 7.20528 -1.23089
H -1.94357 7.25035 -2.61958
H 0.27304 4.76310 0.70627
H 2.84523 3.33487 1.24186
H 5.63120 0.71052 -0.62870
H 4.35698 -0.22944 -3.26995
H 5.15645 -1.80714 -3.18122
H 5.85244 -0.42208 -2.35123
H 2.30962 -1.70278 -2.56646
H 2.35225 -2.55914 -1.01044
H 3.39890 -3.07229 -2.32714
H 5.85778 -1.49621 -0.12359
H 5.27005 -3.00408 -0.83203
H 4.41236 -2.27003 0.53375
H 4.67909 3.99246 2.38441
H 6.41612 4.22340 2.18013
H 5.78247 2.62691 2.59611
H 4.16697 4.87001 0.04640
H 5.07083 4.24782 -1.33794
H 5.88875 5.23838 -0.11653
H 7.20860 1.84464 0.59650
H 7.59353 3.51100 0.17991
H 6.85160 2.47065 -1.03021
H -2.66672 5.21623 -2.34780
H -1.88675 2.37790 -4.53122
H -3.22807 1.22196 -4.51915
H -1.85312 0.99284 -3.43098
H -3.39755 4.31475 -4.15061
H -4.62226 4.25679 -2.85993
H -4.73054 3.16586 -4.24106
H -3.76748 0.78223 -1.70022
H -5.06858 1.45649 -2.68084
H -4.59673 2.24561 -1.16782
C 0.68425 -2.71142 2.20385
O -0.00609 -2.45553 0.97635
C -0.08319 -3.48438 0.06356
C 0.35270 -4.77393 0.30138
C 0.25053 -5.71891 -0.71437
Br 0.80329 -7.49167 -0.35534
C -0.19115 -5.38605 -1.97736
C -0.59142 -4.07641 -2.23334
C -0.61975 -3.16898 -1.18197
O -1.18650 -1.91193 -1.33112
C -0.93269 -3.64458 -3.59143
N -1.48741 -4.38503 -4.49868
C -1.58516 -3.59855 -5.62999
C -2.08791 -3.90322 -6.89382
C -2.03091 -2.91788 -7.85691
C -1.50261 -1.64801 -7.58305
C -1.00699 -1.32382 -6.33526
C -1.05355 -2.32232 -5.37163
N -0.66482 -2.35604 -4.04437
H 1.68060 -3.11058 2.00943
H 0.11842 -3.40664 2.82481
H 0.76726 -1.75747 2.71591
H 0.75574 -5.06983 1.25790
H -0.22601 -6.11268 -2.77621
H -1.62235 -1.80754 -2.19561
H -2.50167 -4.88134 -7.09610
H -2.40489 -3.11904 -8.85173
H -1.48061 -0.90607 -8.36981
H -0.61396 -0.33844 -6.11862
H -0.02591 -1.69593 -3.62934
F -2.25101 1.99133 6.48663
C -2.37199 1.37360 5.32610
C -2.24768 -0.00534 5.25735
F -2.00597 -0.70229 6.35933
C -2.35796 -0.64453 4.03462
F -2.19851 -1.96630 3.97463
C -2.58021 0.06495 2.86268
Se -2.78604 -0.80082 1.17574
C -2.69454 1.44810 2.96230
F -2.87368 2.16448 1.85025
C -2.60151 2.10723 4.17132
F -2.71750 3.42821 4.22441

=====

Question: What is the formula in the second record?
Answer: C17H19IN3OZn